The following is a quantum chemistry calculation of 12 unconnected molecules or ions with the total composition C28H81ClN3O23 at a distorted geometry, from OMol25.

Computed properties:
* E_tot: -94415.318 eV
* molar mass: 863.41 g/mol
* net charge: 0
* frontier orbital gap (alpha / beta): 7.980 / 3.041 eV
* spin multiplicity: 2

Each atom is followed by the atoms it is bonded to, with distances in Å.
Positions of all 136 atoms, in Å:
1 Cl -0.13409 -1.28929 0.97032  O2 1.432, O3 1.404, O4 1.404, O5 1.443
2 O 0.38031 -0.86537 -0.29664  Cl1 1.432
3 O 0.28823 -0.43212 1.99875  Cl1 1.404
4 O -1.53163 -1.15109 0.95228  Cl1 1.404
5 O 0.31793 -2.62610 1.27119  Cl1 1.443
6 C 1.35132 2.86319 -0.21273  O7 1.422, H15 1.090, H16 1.090, H17 1.090
7 O 0.71478 3.91315 0.50355  C6 1.422, C8 1.456
8 C -0.65348 3.62175 0.90541  O7 1.456, C9 1.567, H18 1.090, H19 1.090
9 C -1.18043 4.80556 1.78649  C8 1.567, N10 1.482, H20 1.090, H21 1.090
10 N -0.99115 6.15090 1.19415  C9 1.482, C11 1.477, H22 1.010
11 C -1.91380 6.53096 0.10563  N10 1.477, C12 1.526, H23 1.090, H24 1.090
12 C -1.46542 7.83871 -0.54003  C11 1.526, O13 1.404, H25 1.090, H26 1.090
13 O -0.11892 7.73659 -0.92328  C12 1.404, C14 1.412
14 C 0.57818 8.91282 -1.27629  O13 1.412, H27 1.090, H28 1.090, H29 1.090
15 H 0.94583 2.86411 -1.22450  C6 1.090
16 H 1.08864 1.89553 0.21475  C6 1.090
17 H 2.43993 2.90646 -0.24679  C6 1.090
18 H -0.72095 2.64432 1.38309  C8 1.090
19 H -1.33839 3.41344 0.08347  C8 1.090
20 H -0.76591 4.85984 2.79314  C9 1.090
21 H -2.20017 4.59864 2.11117  C9 1.090
22 H -0.08141 6.36735 0.81253  N10 1.010
23 H -2.91596 6.57379 0.53218  C11 1.090
24 H -1.86047 5.75227 -0.65522  C11 1.090
25 H -1.54104 8.67838 0.15087  C12 1.090
26 H -2.15347 8.02300 -1.36510  C12 1.090
27 H 1.51875 8.74585 -1.80123  C14 1.090
28 H 0.87390 9.56775 -0.45669  C14 1.090
29 H 0.00955 9.58565 -1.91820  C14 1.090
30 C -1.78578 0.29792 -2.94015  O31 1.404, H39 1.090, H40 1.090, H41 1.090
31 O -3.12258 0.62950 -2.66617  C30 1.404, C32 1.415
32 C -3.37780 1.12564 -1.36541  O31 1.415, C33 1.523, H42 1.090, H43 1.090
33 C -4.72474 1.83370 -1.30989  C32 1.523, N34 1.484, H44 1.090, H45 1.090
34 N -5.89518 0.92168 -1.31458  C33 1.484, C35 1.433, H46 1.010
35 C -7.12076 1.56172 -1.68945  N34 1.433, C36 1.584, H47 1.090, H48 1.090
36 C -8.19849 0.44943 -2.02102  C35 1.584, O37 1.458, H49 1.090, H50 1.090
37 O -7.79161 -0.33493 -3.18135  C36 1.458, C38 1.432
38 C -8.47181 -1.58828 -3.31094  O37 1.432, H51 1.090, H52 1.090, H53 1.090
39 H -1.36474 -0.44733 -2.26530  C30 1.090
40 H -1.15528 1.16982 -2.76591  C30 1.090
41 H -1.66793 -0.03074 -3.97271  C30 1.090
42 H -2.66999 1.86776 -0.99613  C32 1.090
43 H -3.31130 0.20470 -0.78615  C32 1.090
44 H -4.83224 2.67156 -1.99875  C33 1.090
45 H -4.61170 2.44200 -0.41250  C33 1.090
46 H -5.73461 0.25171 -2.05315  N34 1.010
47 H -7.10852 2.15302 -2.60504  C35 1.090
48 H -7.53562 2.13786 -0.86238  C35 1.090
49 H -9.16508 0.90467 -2.23682  C36 1.090
50 H -8.34319 -0.17235 -1.13752  C36 1.090
51 H -8.22273 -2.16498 -2.42018  C38 1.090
52 H -8.11180 -2.21789 -4.12463  C38 1.090
53 H -9.53836 -1.36473 -3.33483  C38 1.090
54 C 3.62740 -1.97507 -1.49373  O55 1.409, H63 1.090, H64 1.090, H65 1.090
55 O 5.00532 -1.69331 -1.58349  C54 1.409, C56 1.457
56 C 5.83428 -2.86573 -1.83025  O55 1.457, C57 1.551, H66 1.090, H67 1.090
57 C 7.33522 -2.58738 -2.10343  C56 1.551, N58 1.474, H68 1.090, H69 1.090
58 N 7.81843 -1.50403 -1.22830  C57 1.474, C59 1.438, H70 1.010
59 C 9.04063 -0.88608 -1.66811  N58 1.438, C60 1.558, H71 1.090, H72 1.090
60 C 9.83850 -0.12595 -0.56608  C59 1.558, O61 1.388, H73 1.090, H74 1.090
61 O 10.58511 -0.92074 0.29345  C60 1.388, C62 1.375
62 C 11.22234 -0.17258 1.25498  O61 1.375, H75 1.090, H76 1.090, H77 1.090
63 H 3.36740 -2.51732 -2.40284  C54 1.090
64 H 2.99575 -1.08897 -1.43091  C54 1.090
65 H 3.33110 -2.68981 -0.72597  C54 1.090
66 H 5.45685 -3.44636 -2.67198  C56 1.090
67 H 5.68573 -3.52569 -0.97556  C56 1.090
68 H 7.47284 -2.41402 -3.17072  C57 1.090
69 H 7.82685 -3.51813 -1.82040  C57 1.090
70 H 7.07216 -0.87354 -1.48453  N58 1.010
71 H 8.78155 -0.17382 -2.45149  C59 1.090
72 H 9.75489 -1.52194 -2.19118  C59 1.090
73 H 9.06052 0.37283 0.01189  C60 1.090
74 H 10.46693 0.55636 -1.13847  C60 1.090
75 H 12.09526 0.35129 0.86551  C62 1.090
76 H 11.62940 -0.83947 2.01502  C62 1.090
77 H 10.60788 0.60962 1.70072  C62 1.090
78 O -2.72937 1.28004 2.32823  H79 0.957, H80 0.957
79 H -3.51027 0.91389 1.91308  O78 0.957
80 H -2.00229 0.78536 1.95023  O78 0.957
81 O 1.73452 -5.14281 1.80184  H82 0.957, H83 0.957
82 H 2.39504 -4.89829 2.45003  O81 0.957
83 H 1.33343 -4.31309 1.54317  O81 0.957
84 O 0.02641 -3.82362 4.01242  H85 0.957, H86 0.957
85 H 0.39912 -3.23183 3.35888  O84 0.957
86 H -0.48591 -3.25468 4.58693  O84 0.957
87 C -2.85777 -1.50059 4.30235  C88 1.522, O90 1.411, H91 1.090, H92 1.090
88 C -3.70999 -2.67652 3.84756  C87 1.522, O89 1.414, H93 1.090, H94 1.090
89 O -4.89334 -2.97472 4.56122  C88 1.414, H95 0.960
90 O -2.11203 -1.94667 5.41448  C87 1.411, H96 0.960
91 H -3.43689 -0.63445 4.62256  C87 1.090
92 H -2.24561 -1.15137 3.47084  C87 1.090
93 H -3.08994 -3.57299 3.85100  C88 1.090
94 H -3.90670 -2.55779 2.78205  C88 1.090
95 H -5.36681 -3.62145 4.03286  O89 0.960
96 H -2.65382 -1.76622 6.18617  O90 0.960
97 C -0.99174 -3.67189 -2.95332  C98 1.512, O100 1.465, H101 1.090, H102 1.090
98 C 0.44081 -3.27897 -2.66997  C97 1.512, O99 1.487, H103 1.090, H104 1.090
99 O 1.36328 -3.78820 -3.71989  C98 1.487, H105 0.960
100 O -1.23470 -5.07337 -2.60078  C97 1.465, H106 0.960
101 H -1.15203 -3.51231 -4.01959  C97 1.090
102 H -1.75341 -3.04510 -2.48954  C97 1.090
103 H 0.76987 -3.32220 -1.63172  C98 1.090
104 H 0.46077 -2.20293 -2.84272  C98 1.090
105 H 1.26734 -4.72375 -3.91265  O99 0.960
106 H -2.10666 -5.09267 -2.19964  O100 0.960
107 C -0.68040 1.98209 4.41325  C108 1.613, O110 1.381, H111 1.090, H112 1.090
108 C 0.00613 1.93785 5.87269  C107 1.613, O109 1.475, H113 1.090, H114 1.090
109 O 0.71775 3.19568 6.16852  C108 1.475, H115 0.960
110 O -1.73038 2.87767 4.36019  C107 1.381, H116 0.960
111 H -1.00272 0.97787 4.13804  C107 1.090
112 H 0.04180 2.23149 3.63587  C107 1.090
113 H 0.75426 1.14598 5.83600  C108 1.090
114 H -0.62481 1.63851 6.70960  C108 1.090
115 H 1.23849 2.96625 6.94170  O109 0.960
116 H -2.24691 2.56565 3.61357  O110 0.960
117 C 2.95727 1.37927 -3.22809  C118 1.554, O120 1.398, H121 1.090, H122 1.090
118 C 1.75632 0.44741 -3.55220  C117 1.554, O119 1.414, H123 1.090, H124 1.090
119 O 1.09852 0.82138 -4.74614  C118 1.414, H125 0.960
120 O 4.06120 1.22643 -4.07167  C117 1.398, H126 0.960
121 H 3.30943 1.25116 -2.20453  C117 1.090
122 H 2.72702 2.43911 -3.11934  C117 1.090
123 H 1.16058 0.45032 -2.63940  C118 1.090
124 H 2.27614 -0.50178 -3.68225  C118 1.090
125 H 1.01571 0.03365 -5.28856  O119 0.960
126 H 3.93669 1.66319 -4.91744  O120 0.960
127 C -1.47279 -5.84371 1.84282  C128 1.495, O130 1.374, H131 1.090, H132 1.090
128 C -2.61989 -6.45585 1.10397  C127 1.495, O129 1.385, H133 1.090, H134 1.090
129 O -3.68955 -5.57775 1.06372  C128 1.385, H135 0.960
130 O -1.77345 -5.89453 3.18231  C127 1.374, H136 0.960
131 H -1.28965 -4.82028 1.51548  C127 1.090
132 H -0.55155 -6.39090 1.64279  C127 1.090
133 H -3.02220 -7.37617 1.52735  C128 1.090
134 H -2.35386 -6.84952 0.12297  C128 1.090
135 H -4.01870 -5.42229 1.95203  O129 0.960
136 H -0.92292 -5.63664 3.54522  O130 0.960